(1)
# C20H37N2O2P3Ru

A molecular structure, C20H37N2O2P3Ru at a distorted geometry (the ωB97M-V functional and the def2-TZVPD basis, the Open Molecules 2025 dataset).

```
65
Properties=species:S:1:pos:R:3:mulliken_spin:R:1
P 2.822 -0.260 0.143 0.40
C 3.546 -0.268 1.808 0.04
H 4.628 -0.082 1.730 0.02
H 3.372 -1.241 2.280 0.00
H 3.073 0.506 2.426 0.00
C 3.189 -1.880 -0.572 0.02
H 3.066 -1.875 -1.656 0.00
H 2.490 -2.612 -0.148 -0.01
H 4.216 -2.156 -0.301 0.02
C 3.683 1.132 -0.665 0.05
H 4.738 0.873 -0.819 0.01
H 3.614 2.018 -0.013 0.00
H 3.216 1.386 -1.626 0.00
P -0.875 2.879 -0.505 0.28
C -1.102 3.738 1.092 0.04
H -1.501 4.747 0.896 0.01
H -0.148 3.821 1.627 0.00
H -1.809 3.171 1.710 0.00
C 0.302 3.995 -1.350 0.01
H 0.190 3.944 -2.440 0.00
H 1.322 3.668 -1.093 0.00
H 0.168 5.028 -0.999 0.01
C -2.588 2.987 -1.127 0.03
H -2.797 4.003 -1.484 0.01
H -3.255 2.741 -0.289 0.00
H -2.782 2.265 -1.928 -0.01
P -2.338 -1.734 0.268 0.16
C -3.011 -2.005 1.899 0.03
H -3.708 -2.848 1.819 0.01
H -3.508 -1.080 2.217 0.00
H -2.201 -2.225 2.603 0.00
C -3.646 -1.189 -0.828 0.04
H -4.550 -1.698 -0.464 0.01
H -3.418 -1.453 -1.869 0.00
H -3.769 -0.094 -0.739 -0.01
C -1.371 -3.141 -0.236 0.04
H -2.032 -3.734 -0.885 0.01
H -1.090 -3.733 0.649 0.00
H -0.461 -2.862 -0.789 -0.01
Ru -0.090 0.397 -1.148 0.76
C 0.817 0.967 0.383 -0.09
O 1.120 1.547 1.388 0.00
C -1.397 -0.071 0.394 0.26
O -1.851 0.580 1.336 0.58
C -1.374 0.226 -2.946 -0.02
C -0.852 -1.047 -2.683 0.03
C 0.530 -1.222 -2.533 0.04
C 1.403 -0.146 -2.732 0.04
C 0.879 1.128 -2.965 0.03
C -0.509 1.324 -3.083 0.11
H -2.449 0.374 -2.978 0.00
H -1.513 -1.899 -2.558 0.01
H 0.928 -2.202 -2.286 0.01
H 2.472 -0.296 -2.641 0.01
H 1.554 1.970 -3.061 0.01
H -0.919 2.320 -3.223 0.01
N 0.796 -2.473 2.322 0.01
C 0.921 -3.030 3.544 0.32
C 0.563 -2.045 4.450 0.35
C 0.242 -0.919 3.675 0.00
N 0.376 -1.201 2.359 0.35
H 0.978 -2.901 1.420 -0.01
H 1.230 -4.046 3.692 -0.02
H 0.542 -2.121 5.516 -0.01
H -0.077 0.055 4.015 0.01
```

⟨S²⟩: 6.057
2S+1: 5
HOMO level (spin up / spin down): -17.70 / -20.86 eV
F_max: 5.5 eV/A
energy relative to the best compared isomer or geometry (same formula, charge and spin): 0.743 eV
DFT total energy: -2161.481308 Ha
frontier orbital gap (spin up / spin down): 5.2 / 4.2 eV
net charge: +4

(2)
# C4H5NS2

C4H5NS2 in the gas phase at a distorted geometry (the ωB97M-V functional and the def2-TZVPD basis, the Open Molecules 2025 dataset).

```
12
Properties=species:S:1:pos:R:3:mulliken_charge:R:1
C -0.783 1.001 1.244 0.22
C 0.530 0.175 -0.668 -0.12
C 0.635 -1.292 -0.367 -0.72
C -0.702 -0.682 -0.734 -0.15
H 0.966 1.835 0.622 0.22
H 1.048 0.659 -1.557 0.31
H 1.023 -1.960 -1.103 0.28
H 0.854 -1.505 0.657 0.26
H -1.078 -0.938 -1.723 0.39
N 0.324 1.085 0.433 -0.19
S -0.957 1.855 2.620 -0.35
S -1.859 -0.234 0.577 -0.15
```

2S+1: 1
HOMO level: -8.52 eV
F_max: 1.7 eV/A
energy relative to the best compared isomer or geometry (same formula, charge and spin): 0.972 eV
DFT total energy: -1006.517782 Ha
structure (SMILES): S=C1N[C@H]2C[C@H]2S1
frontier orbital gap: 9.2 eV

(3)
# C5H15NOS

2 unconnected molecules or ions with the total composition C5H15NOS at a distorted geometry (the ωB97M-V functional and the def2-TZVPD basis, the Open Molecules 2025 dataset).

```
23
Properties=species:S:1:pos:R:3:mulliken_charge:R:1
C 1.534 0.707 0.574 -0.36
N 0.539 -0.304 0.191 -0.27
C -0.839 0.176 0.114 0.42
C -1.892 -0.812 -0.598 -0.87
S -3.616 -0.190 -0.622 -0.23
C -1.471 0.726 1.389 -1.58
C 3.019 0.286 0.173 -1.17
H 1.497 0.860 1.656 0.35
H 1.315 1.654 -0.021 0.28
H 0.484 -1.144 0.765 0.23
H -0.746 1.002 -0.592 0.25
H -1.889 -1.816 -0.259 0.48
H -1.586 -0.933 -1.639 0.38
H -3.828 0.003 0.783 0.13
H -0.781 0.939 2.273 0.30
H -2.065 -0.109 1.805 0.30
H -2.095 1.549 1.050 0.43
H 3.100 -0.176 -0.761 0.35
H 3.413 -0.528 0.869 0.27
H 3.703 1.117 -0.079 0.36
H 0.762 -0.626 -1.619 0.40
H 0.804 -1.650 -2.875 0.28
O 0.636 -0.730 -2.576 -0.72
```

2S+1: 1
HOMO level: -9.00 eV
F_max: 2.2 eV/A
energy relative to the best compared isomer or geometry (same formula, charge and spin): 1.370 eV
DFT total energy: -727.635372 Ha
structure (SMILES): CCN[C@H](C)CS.O
frontier orbital gap: 9.9 eV

(4)
# C19H24BN4O9

3 unconnected molecules or ions with the total composition C19H24BN4O9 at a distorted geometry (the ωB97M-V functional and the def2-TZVPD basis, the Open Molecules 2025 dataset).

```
57
Properties=species:S:1:pos:R:3:mulliken_charge:R:1
C 0.907 -3.899 4.619 -0.76
N 0.588 -3.724 3.151 0.20
C 1.426 -4.619 2.257 -0.76
C 0.610 -2.279 2.708 0.41
O 0.501 -2.043 1.374 -0.59
C 0.700 -0.956 3.672 -0.68
C -0.790 -0.428 4.207 0.07
C -1.041 -0.372 5.833 -0.41
O -2.533 -0.442 5.794 -0.74
B -2.739 -1.628 4.900 0.80
C -4.065 -1.642 3.910 -0.45
O -4.359 -3.074 3.573 -0.07
N -5.718 -3.257 3.549 0.08
O -5.873 -4.296 4.175 -0.36
O -1.624 -1.617 3.911 -0.40
H 1.380 -4.990 4.726 0.36
H -0.090 -3.944 5.273 0.13
H 1.709 -3.163 5.047 0.25
H 2.476 -4.105 2.152 0.28
H 1.563 -5.713 2.652 0.32
H 0.969 -4.715 1.167 0.21
H 1.102 -0.063 2.988 0.24
H 1.490 -1.043 4.551 0.27
H -1.113 0.493 3.546 0.22
H -0.536 0.472 6.468 0.26
H -0.762 -1.475 6.192 0.14
H -2.758 -2.528 5.655 -0.35
H -4.991 -1.092 4.371 0.18
H -3.785 -1.118 2.893 0.17
C 0.423 -0.147 -2.956 -0.59
C 0.613 -0.518 -1.624 -0.41
C 1.788 -0.161 -0.959 -0.47
C 2.768 0.575 -1.640 0.05
C 2.583 0.941 -2.980 -0.42
C 1.405 0.576 -3.635 -0.13
N 3.994 0.975 -0.939 0.98
O 4.129 0.615 0.240 -0.59
O 4.822 1.653 -1.564 -0.61
H -0.497 -0.423 -3.469 0.40
H -0.157 -1.083 -1.103 0.47
H 1.921 -0.457 0.079 0.58
H 3.337 1.508 -3.521 0.41
H 1.251 0.859 -4.674 0.32
C 1.117 5.870 -6.647 -0.36
C -0.170 6.165 -6.193 -0.42
C -1.047 5.132 -5.858 -0.37
C -0.622 3.801 -5.977 0.06
C 0.666 3.502 -6.439 -0.08
C 1.534 4.544 -6.774 -0.56
N -1.531 2.712 -5.602 1.00
O -2.670 3.016 -5.215 -0.58
O -1.108 1.550 -5.689 -0.59
H 1.799 6.679 -6.901 0.36
H -0.488 7.201 -6.098 0.36
H -2.047 5.378 -5.506 0.42
H 1.008 2.474 -6.540 0.39
H 2.537 4.322 -7.130 0.36
```

2S+1: 1
HOMO level: -4.62 eV
F_max: 7.4 eV/A
DFT total energy: -1659.098306 Ha
frontier orbital gap: 5.0 eV
net charge: -1

(5)
# C35H101Cl2HfN15O6P5

A molecular structure, C35H101Cl2HfN15O6P5 at a distorted geometry (the ωB97M-V functional and the def2-TZVPD basis, the Open Molecules 2025 dataset).

```
165
Properties=species:S:1:pos:R:3:mulliken_charge:R:1
Hf 18.248 2.042 9.024 1.41
C 22.457 0.723 9.288 0.43
C 21.215 0.088 9.926 1.53
C 21.414 -0.008 11.443 0.74
O 20.030 0.747 9.614 2.64
H 23.369 0.199 9.569 -0.51
H 22.571 1.743 9.667 0.32
H 22.320 0.801 8.209 -0.75
H 21.171 -0.940 9.545 -0.16
H 22.230 -0.717 11.610 -0.11
H 20.600 -0.500 11.978 -0.40
H 21.621 0.949 11.915 -0.83
O 24.719 -5.341 5.973 -0.84
P 24.900 -4.175 6.858 0.32
N 24.796 -2.701 6.017 0.36
C 25.151 -1.363 6.525 -0.49
C 23.948 -2.686 4.827 -1.16
N 26.417 -4.052 7.592 0.51
C 27.560 -3.814 6.723 -1.10
C 26.707 -4.822 8.803 -1.02
N 23.808 -4.057 8.134 0.44
C 22.519 -4.700 8.133 -0.93
C 23.880 -3.016 9.128 -1.32
H 26.036 -1.426 7.157 0.24
H 24.279 -0.874 6.964 -0.36
H 25.514 -0.790 5.668 0.58
H 23.221 -3.499 4.819 0.31
H 24.521 -2.777 3.902 0.35
H 23.380 -1.753 4.783 0.36
H 27.315 -3.134 5.911 0.33
H 28.383 -3.414 7.320 0.37
H 27.993 -4.731 6.313 0.31
H 25.873 -4.813 9.499 0.25
H 27.005 -5.841 8.540 0.35
H 27.621 -4.436 9.261 0.36
H 22.543 -5.551 7.449 0.45
H 22.172 -5.022 9.114 0.30
H 21.757 -4.065 7.656 0.16
H 24.894 -2.617 9.215 -0.08
H 23.653 -3.427 10.112 0.57
H 23.264 -2.141 8.881 0.41
O 18.697 2.889 11.237 -1.18
P 19.094 3.164 12.672 -0.78
N 19.127 1.778 13.592 1.14
C 19.614 1.742 14.958 -0.91
C 18.199 0.668 13.317 -1.46
N 18.085 4.267 13.432 0.31
C 16.749 3.758 13.809 -0.89
C 18.100 5.689 13.115 -1.10
N 20.613 3.809 12.869 0.65
C 21.070 4.659 13.968 -1.32
C 21.670 3.461 11.886 -0.54
H 20.473 2.407 15.029 0.24
H 19.963 0.791 15.361 0.32
H 18.823 2.052 15.646 0.30
H 18.167 0.517 12.234 0.22
H 17.180 0.962 13.579 0.32
H 18.548 -0.253 13.775 0.39
H 16.367 3.163 12.975 0.28
H 16.825 3.101 14.677 0.21
H 16.004 4.502 14.077 0.48
H 17.091 6.028 12.878 0.43
H 18.444 6.302 13.951 0.32
H 18.751 5.990 12.293 0.39
H 21.522 5.578 13.590 0.41
H 20.323 4.774 14.748 0.42
H 21.916 4.149 14.441 0.36
H 22.487 2.929 12.372 0.11
H 22.083 4.454 11.685 0.52
H 21.339 2.995 10.963 -0.39
O 19.330 1.903 7.013 -0.60
P 20.142 1.666 5.731 -0.92
N 20.217 0.083 5.222 1.34
C 20.614 -0.232 3.859 -1.21
C 20.621 -0.937 6.202 -0.18
N 21.727 2.082 6.032 0.66
C 22.073 3.338 6.740 -1.07
C 22.857 1.723 5.087 -0.95
N 19.626 2.566 4.400 0.37
C 18.364 2.253 3.686 -1.02
C 20.031 3.968 4.135 -0.95
H 20.189 0.462 3.141 0.38
H 20.281 -1.252 3.651 0.44
H 21.690 -0.318 3.693 0.27
H 21.707 -1.070 6.201 -0.35
H 20.206 -1.894 5.888 0.47
H 20.279 -0.667 7.201 -0.59
H 21.433 3.528 7.605 0.22
H 23.104 3.368 7.083 0.40
H 21.892 4.214 6.113 0.30
H 23.806 2.077 5.479 0.46
H 22.830 0.639 5.089 0.11
H 22.663 2.216 4.136 0.21
H 18.577 2.355 2.622 0.47
H 18.001 1.259 3.945 0.21
H 17.554 2.941 3.939 0.39
H 19.342 4.514 3.496 0.47
H 20.971 3.815 3.605 0.31
H 20.099 4.483 5.093 0.24
O 28.328 0.149 12.988 -0.82
P 27.114 0.804 12.470 0.23
N 26.003 1.351 13.622 0.31
C 24.708 1.847 13.259 -1.17
C 26.589 1.898 14.852 -1.12
N 26.259 -0.190 11.443 0.38
C 26.529 -0.442 10.045 -0.87
C 25.289 -1.129 12.004 -0.46
N 27.501 2.207 11.604 0.29
C 28.700 2.955 11.955 -1.06
C 26.569 2.964 10.746 -0.71
H 23.935 1.102 13.492 0.25
H 24.630 2.086 12.197 0.16
H 24.399 2.723 13.834 0.51
H 25.860 2.098 15.637 0.44
H 27.121 2.835 14.664 0.33
H 27.304 1.203 15.290 0.36
H 25.578 -0.250 9.529 0.05
H 27.195 0.294 9.596 0.48
H 26.793 -1.463 9.768 0.47
H 24.565 -1.422 11.238 -0.44
H 25.781 -2.055 12.312 0.28
H 24.716 -0.782 12.863 0.43
H 28.478 3.723 12.702 0.34
H 29.417 2.284 12.425 0.33
H 29.134 3.419 11.069 0.31
H 27.153 3.420 9.946 0.39
H 26.081 3.758 11.317 0.26
H 25.835 2.305 10.281 -0.05
O 17.568 -0.014 7.876 -1.56
P 17.150 -1.472 7.888 0.14
N 17.621 -2.392 6.555 0.86
C 17.452 -3.831 6.598 -1.14
C 17.321 -1.794 5.254 -1.52
N 15.474 -1.587 7.873 0.23
C 14.576 -0.565 7.287 -0.82
C 14.729 -2.864 8.038 -1.17
N 17.583 -2.268 9.296 0.56
C 16.970 -2.045 10.595 -0.80
C 18.794 -3.112 9.273 -0.64
H 16.658 -4.126 5.907 0.37
H 17.328 -4.237 7.598 0.37
H 18.294 -4.418 6.214 0.29
H 16.275 -1.969 4.994 0.38
H 17.960 -2.226 4.482 0.42
H 17.560 -0.732 5.215 0.39
H 14.718 -0.493 6.206 0.28
H 13.524 -0.802 7.422 0.40
H 14.802 0.399 7.744 0.11
H 15.388 -3.594 8.507 0.34
H 13.836 -2.685 8.631 0.46
H 14.492 -3.300 7.066 0.34
H 17.240 -1.105 11.085 0.04
H 15.900 -1.919 10.402 0.38
H 17.034 -2.893 11.273 0.46
H 19.286 -2.968 10.234 0.00
H 19.444 -2.847 8.437 0.15
H 18.663 -4.185 9.112 0.28
Cl 19.350 -5.317 13.235 -0.16
C 20.423 -4.181 14.088 -0.59
C 20.991 -3.138 13.131 -0.19
Cl 21.659 -3.800 11.607 -0.01
H 21.203 -4.757 14.585 0.37
H 19.912 -3.681 14.910 0.36
H 21.717 -2.431 13.529 0.46
H 20.158 -2.506 12.814 -0.22
```

2S+1: 1
HOMO level: -13.02 eV
F_max: 11.1 eV/A
energy relative to the best compared isomer or geometry (same formula, charge and spin): 3.167 eV
DFT total energy: -5341.371279 Ha
frontier orbital gap: 1.5 eV
net charge: +3

(6)
# C25H37N2OPPtSSi

A molecular structure, C25H37N2OPPtSSi at a distorted geometry (the ωB97M-V functional and the def2-TZVPD basis, the Open Molecules 2025 dataset).

```
69
Properties=species:S:1:pos:R:3:mulliken_spin:R:1
Pt 0.158 0.287 -0.124 0.86
Si 2.366 0.258 -0.920 0.13
P -0.336 0.298 -2.383 0.29
N -0.267 -1.657 0.017 0.96
H 0.068 1.743 1.028 0.02
C -2.157 0.412 -2.581 0.06
H -2.408 0.545 -3.647 0.00
H -2.537 1.268 -2.008 0.00
H -2.625 -0.510 -2.206 0.00
C 0.263 1.779 -3.255 0.00
H -0.215 1.825 -4.240 0.00
H 1.346 1.749 -3.391 0.01
H -0.007 2.668 -2.681 0.00
C 0.091 -1.113 -3.456 0.02
H -0.159 -0.861 -4.496 0.00
H -0.482 -1.998 -3.161 0.00
H 1.157 -1.342 -3.396 0.00
C 3.081 1.964 -0.560 0.03
H 2.742 2.347 0.414 0.00
H 2.795 2.677 -1.347 0.00
H 4.169 1.867 -0.550 0.02
H 3.143 -0.772 -0.168 0.06
H 2.617 -0.019 -2.360 0.06
C -0.090 -2.914 -0.292 -0.03
C -1.068 -5.195 -0.341 -0.13
C -1.174 -3.851 -0.058 0.26
C 1.134 -3.513 -0.823 0.23
C 1.215 -4.870 -1.085 -0.13
C 0.129 -5.722 -0.857 0.27
H -1.915 -5.857 -0.166 0.00
H -2.091 -3.425 0.358 0.00
H 1.984 -2.853 -0.999 0.00
H 2.148 -5.284 -1.481 0.00
H 0.214 -6.787 -1.076 0.02
C -0.676 2.759 0.661 0.14
O -1.016 2.234 -0.564 0.55
C -1.904 2.978 1.556 0.08
H -2.128 4.051 1.609 0.00
H -1.761 2.626 2.580 -0.02
H -2.783 2.496 1.123 0.00
C 0.093 4.082 0.512 0.07
H -0.415 4.683 -0.253 -0.01
H 1.128 3.935 0.196 0.00
H 0.084 4.671 1.438 -0.01
N 0.694 0.093 1.860 0.11
S -0.288 -0.417 3.052 0.04
C 0.561 -1.844 3.721 0.01
C 0.226 -2.229 5.030 -0.01
C 0.938 -3.264 5.640 0.00
C 1.950 -3.931 4.931 0.00
C 2.229 -3.577 3.605 -0.01
C 1.518 -2.542 2.981 0.02
C 0.110 0.799 4.315 0.00
C -0.908 1.656 4.760 0.02
C -0.574 2.748 5.572 -0.01
C 0.759 2.958 5.952 0.02
C 1.759 2.058 5.549 -0.01
C 1.431 0.966 4.732 0.01
H 1.620 0.404 2.188 -0.01
H -0.558 -1.691 5.561 0.00
H 0.700 -3.547 6.675 0.00
H 2.511 -4.734 5.413 0.00
H 3.010 -4.108 3.038 0.00
H 1.704 -2.262 1.944 -0.01
H -1.936 1.465 4.454 0.00
H -1.361 3.443 5.897 0.00
H 1.023 3.813 6.575 0.00
H 2.802 2.204 5.860 0.00
H 2.195 0.254 4.421 0.01
```

⟨S²⟩: 6.074
2S+1: 5
HOMO level (spin up / spin down): -3.81 / -6.90 eV
F_max: 2.9 eV/A
energy relative to the best compared isomer or geometry (same formula, charge and spin): 0.148 eV
DFT total energy: -2307.624182 Ha
frontier orbital gap (spin up / spin down): 4.1 / 6.0 eV

Which formula does entry 4 have?
C19H24BN4O9

Among the records above, which one has the lowest F_max?
C4H5NS2